Entry from the OMol25 dataset: C17H12BrFN2O4 in the gas phase (ωB97M-V/def2-TZVPD).

Atoms and positions in Å:
O -2.658 1.333 5.556
N -1.633 1.419 4.887
C -1.761 1.137 3.438
C -0.689 1.783 2.580
O -0.714 3.002 2.324
N 0.288 0.932 2.146
C 1.392 1.264 1.241
C 1.036 1.246 -0.224
C -0.302 1.165 -0.742
C -0.616 1.287 -2.105
F -1.909 1.251 -2.429
C 0.410 1.410 -3.044
C 1.751 1.447 -2.562
C 2.048 1.364 -1.176
O 3.366 1.441 -0.701
C 4.405 1.684 -1.657
O 4.125 1.062 -2.885
C 2.894 1.491 -3.529
C -0.167 -0.358 2.392
C 0.382 -1.580 2.068
C -0.263 -2.773 2.431
Br 0.449 -4.474 1.998
C -1.425 -2.675 3.168
C -1.977 -1.484 3.552
C -1.356 -0.281 3.136
H -2.716 1.426 3.073
H 2.216 0.564 1.420
H 1.829 2.260 1.510
H -1.177 1.106 -0.109
H 0.143 1.488 -4.102
H 5.325 1.287 -1.200
H 4.631 2.719 -1.849
H 2.972 2.544 -3.855
H 2.703 0.832 -4.400
H 1.372 -1.678 1.608
H -1.867 -3.594 3.520
H -2.929 -1.466 4.098

Values from the calculation:
* spin multiplicity: 1
* HOMO energy: -0.327 hartree
* charge: 0
* orbital gap: 0.3025 Eh
* electronic energy: -3739.2700 Eh



Entry from the OMol25 dataset: 2 unconnected molecules or ions with the total composition C4H11NS (ωB97M-V/def2-TZVPD).

Atoms and positions in Å:
C 0.742 -1.620 -1.244
C -0.030 -2.615 -0.828
N -0.927 -3.401 -1.564
H 0.746 -1.329 -2.288
H 1.417 -1.209 -0.519
H -0.058 -2.835 0.232
H -0.900 -3.247 -2.560
H -0.826 -4.379 -1.342
C -0.871 1.419 -0.144
S 0.658 1.823 0.753
C -0.068 2.305 2.297
H -0.701 0.590 -0.829
H -1.702 1.149 0.498
H -1.140 2.285 -0.733
H -0.412 3.330 2.260
H 0.702 2.313 3.079
H -0.855 1.672 2.667

Values from the calculation:
* relative energy (zero: lowest compared OMol25 entry of this formula, charge and spin): 24.35 kcal/mol
* spin multiplicity: 1
* HOMO energy: -0.306 hartree
* charge: 0
* orbital gap: 0.3455 Eh
* electronic energy: -611.9033 Eh



Entry from the OMol25 dataset: 2 unconnected molecules or ions with the total composition C4H10N2 (ωB97M-V/def2-TZVPD).

Atoms and positions in Å:
C 1.727 1.734 -0.937
N 1.849 0.523 -1.236
C 2.396 -0.481 -0.282
H 1.292 2.178 -1.776
H 1.996 2.245 -0.079
H 2.730 -0.008 0.664
H 3.322 -0.736 -0.825
H 1.707 -1.159 0.006
C -2.202 0.204 1.601
N -2.895 -0.165 0.610
C -2.217 -1.089 -0.311
H -2.580 0.799 2.497
H -1.165 -0.128 1.987
H -2.898 -1.587 -1.024
H -1.458 -1.826 0.106
H -1.603 -0.504 -1.003

Values from the calculation:
* relative energy (zero: lowest compared OMol25 entry of this formula, charge and spin): 77.83 kcal/mol
* spin multiplicity: 1
* HOMO energy: -0.353 hartree
* charge: 0
* orbital gap: 0.3870 Eh
* electronic energy: -267.8013 Eh



Entry from the OMol25 dataset: 2 unconnected molecules or ions with the total composition C2HBrClFO (ωB97M-V/def2-TZVPD).

Atoms and positions in Å:
O 0.256 -0.781 2.756
C 0.618 -0.341 1.753
C 0.574 0.193 0.558
Cl 0.827 1.802 0.186
Br 1.026 -1.232 -0.762
F -2.074 0.053 -2.084
H -1.227 0.305 -2.408

Values from the calculation:
* relative energy (zero: lowest compared OMol25 entry of this formula, charge and spin): 21.00 kcal/mol
* spin multiplicity: 1
* HOMO energy: -0.341 hartree
* charge: 0
* orbital gap: 0.3166 Eh
* electronic energy: -3286.0557 Eh



Entry from the OMol25 dataset: a molecular structure, C26H32MoN3O10P (ωB97M-V/def2-TZVPD).

Atoms and positions in Å:
Mo 0.640 1.163 0.858
O 2.054 0.355 -4.420
C 1.222 1.409 -4.462
C 0.860 1.888 -5.722
C 0.002 2.961 -5.844
C -0.519 3.586 -4.712
C -0.164 3.116 -3.464
C 0.704 2.031 -3.317
C 1.045 1.575 -1.965
O 0.375 2.082 -0.965
N 2.024 0.739 -1.819
N 2.217 0.431 -0.468
C 3.441 0.602 -0.140
C 3.958 0.452 1.210
C 5.160 -0.234 1.372
C 5.701 -0.433 2.628
C 5.047 0.086 3.742
C 3.880 0.803 3.591
C 3.314 1.015 2.325
O 2.200 1.738 2.215
H 2.215 0.138 -3.482
H 1.269 1.392 -6.592
H -0.268 3.317 -6.830
H -1.194 4.426 -4.804
H -0.558 3.584 -2.572
H 4.160 0.876 -0.910
H 5.651 -0.640 0.496
H 6.620 -0.991 2.743
H 5.454 -0.061 4.734
H 3.383 1.229 4.454
C -4.268 -0.511 0.261
C -4.112 -0.063 -1.186
C -4.291 1.444 -1.320
C -5.133 -0.781 -2.059
O -2.834 -0.454 -1.742
P -1.407 -0.266 -1.067
O -0.340 -0.417 -2.068
O -1.466 0.972 -0.179
O -1.287 -1.456 0.021
C -0.842 -2.800 -0.268
C -1.519 -3.366 -1.509
C -1.249 -3.603 0.962
C 0.676 -2.824 -0.409
H -5.279 -0.279 0.601
H -3.557 -0.005 0.915
H -4.104 -1.586 0.351
H -5.318 1.719 -1.075
H -4.075 1.756 -2.343
H -3.618 1.980 -0.652
H -6.147 -0.540 -1.737
H -4.991 -1.861 -2.001
H -5.012 -0.485 -3.102
H -2.605 -3.313 -1.412
H -1.228 -4.410 -1.634
H -1.231 -2.814 -2.404
H -2.332 -3.567 1.097
H -0.783 -3.183 1.854
H -0.942 -4.644 0.856
H 0.989 -2.311 -1.318
H 1.031 -3.855 -0.445
H 1.133 -2.326 0.451
O 0.859 -1.581 3.080
C 0.752 -0.587 3.766
C 0.736 -0.523 5.278
C 0.577 0.964 5.592
C 0.517 1.650 4.237
O 0.389 2.828 4.041
N 0.630 0.679 3.225
H 1.665 -0.948 5.656
H -0.091 -1.128 5.648
H 1.415 1.377 6.153
H -0.338 1.187 6.138
O -0.862 1.293 1.863

Values from the calculation:
* relative energy (zero: lowest compared OMol25 entry of this formula, charge and spin): 193.21 kcal/mol
* spin multiplicity: 1
* HOMO energy (alpha / beta): -0.306 / -0.306 hartree
* charge: 0
* orbital gap (alpha / beta): 0.1821 / 0.1827 Eh
* electronic energy: -2336.1381 Eh



Entry from the OMol25 dataset: a molecular structure, C16H19N3O7S (ωB97M-V/def2-TZVPD).

Atoms and positions in Å:
O 0.917 -3.302 -0.620
O -0.803 -1.298 2.953
O 3.594 2.309 -0.970
O 2.807 3.058 1.263
O 1.389 3.165 -3.264
O 2.488 4.570 -0.724
O 1.029 2.591 -0.416
C 0.405 -2.378 -0.054
C -0.229 -1.304 1.874
C 1.292 3.598 -4.555
C 0.682 2.652 -5.338
C 0.480 1.555 -4.515
C 0.946 1.816 -3.254
C 0.923 1.305 -0.683
C 0.908 0.934 -1.966
C 0.717 -1.031 -0.667
C 0.671 0.093 0.101
N 0.892 -0.470 -1.949
N -0.119 -2.526 1.196
N 0.202 -0.024 1.409
C -1.732 -5.972 2.386
C -2.186 2.863 2.165
C -0.308 -3.800 1.830
C -0.278 1.194 2.166
C -1.651 -4.542 1.641
C -1.774 1.447 1.747
S 2.560 3.056 -0.212
H 2.737 4.499 -1.692
H 1.784 4.586 -4.905
H 0.573 2.641 -6.378
H 0.089 0.559 -4.866
H 0.947 -1.041 -2.780
H -1.021 -6.017 3.214
H -1.411 -6.614 1.728
H -2.782 -6.353 2.596
H -1.468 3.573 1.798
H -3.195 3.130 1.859
H -2.245 2.874 3.249
H 0.499 -4.495 1.526
H 0.004 -3.692 2.893
H -0.014 1.034 3.270
H 0.310 2.052 1.787
H -1.819 -4.695 0.476
H -2.485 -3.866 1.892
H -2.482 0.773 2.145
H -1.842 1.493 0.644

Values from the calculation:
* relative energy (zero: lowest compared OMol25 entry of this formula, charge and spin): 56.23 kcal/mol
* spin multiplicity: 1
* HOMO energy: -0.299 hartree
* charge: 0
* orbital gap: 0.3075 Eh
* electronic energy: -1710.1144 Eh



> electronic energy of number 5 (C26H32MoN3O10P)?

-2336.1381 Eh